1.
C2H7FNP | ωB97M-V/def2-TZVPD

Values from the calculation:
**⟨S²⟩**: 2.008
**Spin multiplicity**: 3
**Gap between HOMO and LUMO (alpha / beta)**: 9.272 / 8.897 eV

Atoms and positions in Å:
C1 1.3142 0.9281 0.1518
C2 -0.2132 -0.0138 -1.4346
N1 0.1108 0.2780 -0.0812
F1 -2.5165 -2.0583 1.3791
P1 -1.6500 -1.6060 2.6183
H1 1.4221 1.7684 0.8923
H2 1.9972 0.1525 0.6160
H3 1.8993 1.2646 -0.8537
H4 0.7351 -0.3451 -2.1235
H5 -0.8597 -0.9447 -1.4292
H6 -0.7908 0.7410 -2.0928
H7 -1.4485 -0.1647 2.3575

=====

2.
C2H7INO | ωB97M-V/def2-TZVPD

Values from the calculation:
**Energy above the lowest of the compared OMol25 structures with the same formula, charge and spin**: 114.66 kJ/mol
**Gap between HOMO and LUMO**: 9.833 eV
**Total charge**: +1
**SMILES**: [NH3+]C[C@@H](O)I

Atoms and positions in Å:
N1 0.4293 1.1530 0.7567
C1 0.4994 -0.3047 0.6615
C2 -0.3290 -0.8699 -0.8259
O1 -1.5033 -0.2621 -0.6966
I1 0.7096 -0.1292 -2.4990
H1 1.3778 1.5652 0.6580
H2 0.1194 1.3747 1.7308
H3 -0.1334 1.7202 0.1186
H4 -0.0165 -0.6876 1.5672
H5 1.5222 -0.7329 0.5239
H6 -0.4937 -1.9806 -0.8478
H7 -2.1818 -0.8459 -1.1473